Molecular formula: C25H37BaN4O5
Method: DFT, wB97M-V/def2-TZVPD

Each line ends with the Löwdin charge.
Cartesian coordinates (Å):
Ba (0.415478, 0.100635, -0.222020)  1.706
C (-2.388822, 2.885856, -2.300086)  -0.100
C (-2.600268, 2.534638, -0.799108)  -0.592
C (-3.694095, 1.449793, -0.645998)  -0.082
O (-1.381483, 2.237475, -0.097987)  -0.481
H (-1.983746, 1.995227, -2.780475)  0.047
H (-1.682277, 3.702001, -2.451095)  0.047
H (-3.332230, 3.040640, -2.823661)  0.052
H (-2.902850, 3.484184, -0.357633)  0.108
H (-4.492664, 1.745708, -1.326314)  0.054
H (-4.035134, 1.251524, 0.370115)  0.044
H (-3.406359, 0.443028, -0.948867)  0.037
C (1.058309, 0.242764, 4.275142)  -0.068
C (0.114168, 0.974183, 3.470756)  -0.344
C (-0.279545, 2.402436, 4.096318)  -0.391
O (-0.840033, 3.165382, 3.346359)  0.009
C (0.352072, 2.840495, 5.289493)  -0.058
C (1.179571, 2.060622, 5.969077)  -0.399
C (1.578455, 0.734892, 5.370530)  -0.402
O (2.301055, -0.135467, 5.999849)  -0.085
O (1.681179, 2.610094, 7.056508)  -0.138
O (-0.116197, 0.736205, 2.271399)  -0.300
H (1.367402, -0.713082, 3.878631)  0.092
H (0.128354, 3.837350, 5.639674)  0.106
C (-4.887713, 0.317631, 2.975567)  -0.071
C (-3.535826, -0.254417, 3.583211)  -0.201
C (-3.043174, -1.558390, 2.996093)  -0.203
C (-2.511370, -1.466213, 1.676380)  -0.219
N (-2.075421, -1.305581, 0.653828)  0.118
H (-5.769338, 0.209469, 3.607336)  0.055
H (-5.073116, -0.119496, 1.994419)  0.057
H (-4.709963, 1.392894, 2.993799)  0.073
H (-3.597115, -0.586306, 4.619654)  0.109
H (-2.706286, 0.442665, 3.464747)  0.105
H (-3.821027, -2.320977, 3.034729)  0.123
H (-2.233005, -1.847711, 3.665446)  0.130
C (5.214868, -1.959977, -1.761920)  -0.095
C (5.136676, -2.963752, -0.602342)  -0.247
C (3.834331, -3.757477, -0.522343)  -0.181
C (2.580085, -3.063529, -0.350434)  -0.181
N (1.636185, -2.436854, -0.263794)  0.052
H (4.383003, -1.259200, -1.691153)  0.061
H (4.825228, -2.454582, -2.651659)  0.072
H (6.126074, -1.385631, -1.929041)  0.079
H (5.463771, -2.503223, 0.329876)  0.115
H (5.924104, -3.700559, -0.761009)  0.105
H (3.916885, -4.494159, 0.276764)  0.126
H (3.922931, -4.457004, -1.353560)  0.125
C (3.193319, 4.771198, -1.989568)  -0.104
C (2.713872, 4.683204, -3.399940)  -0.279
C (1.388162, 3.977469, -3.600282)  -0.172
C (1.218079, 2.608122, -3.023228)  -0.175
N (1.097540, 1.513614, -2.690087)  0.057
H (3.859767, 3.922478, -1.835895)  0.072
H (2.383602, 4.699458, -1.263399)  0.091
H (3.932728, 5.510916, -1.682687)  0.076
H (3.425826, 4.172089, -4.048007)  0.108
H (2.583479, 5.672610, -3.838310)  0.109
H (1.178510, 3.902517, -4.667298)  0.121
H (0.593551, 4.577738, -3.157150)  0.118
C (-0.471836, -5.620062, -2.016773)  -0.079
C (-1.091719, -4.790548, -3.179015)  -0.269
C (-1.912677, -3.602999, -2.753693)  -0.184
C (-1.230354, -2.287029, -2.617948)  -0.168
N (-0.677971, -1.270604, -2.490725)  0.055
H (-1.329590, -5.939747, -1.425032)  0.073
H (0.098644, -4.885615, -1.448225)  0.057
H (0.178723, -6.453743, -2.281098)  0.071
H (-1.763300, -5.395053, -3.788651)  0.105
H (-0.300448, -4.422900, -3.832341)  0.105
H (-2.338753, -3.987630, -1.827084)  0.118
H (-2.770281, -3.449690, -3.408762)  0.121

Cartesian forces, eV/Å:
-2.1 2.3 1.4
0.0 -1.3 0.3
2.3 -0.2 1.1
0.2 0.3 -0.4
-0.7 -1.2 -2.1
0.4 -0.2 -0.2
-0.2 0.1 0.2
-0.2 0.5 0.0
-0.9 0.1 0.3
-0.6 -0.1 0.3
-0.1 0.7 0.1
0.7 0.0 -0.5
-4.5 0.1 -6.5
2.9 0.7 2.5
1.6 -0.5 -0.5
-1.9 0.9 -1.2
-2.8 0.2 -2.3
3.0 1.9 4.3
2.8 -2.6 6.2
-0.1 2.3 0.1
-0.1 -2.6 -1.8
-0.8 -0.9 -1.3
0.3 -0.2 0.1
0.0 0.0 0.0
1.6 0.0 1.2
-0.9 -0.1 -0.2
-0.2 -0.6 0.7
-0.9 -0.1 2.0
1.5 0.1 -3.3
0.1 -0.6 0.1
0.0 0.4 -0.1
-0.3 0.0 -0.8
-0.4 0.9 0.3
-0.3 0.3 0.2
0.0 -0.2 -0.1
0.2 -0.4 -0.2
-2.0 -0.2 -0.1
1.4 0.8 0.0
1.3 -1.3 0.4
1.3 -0.3 -0.8
-1.0 0.3 0.2
0.1 0.6 0.6
0.9 -0.4 -0.5
0.0 -0.5 0.2
-0.6 0.2 0.2
-0.1 -0.3 -0.1
0.0 0.3 0.5
-1.1 0.4 -0.6
1.1 -1.2 1.1
0.2 0.4 -1.1
-1.0 -0.5 0.6
0.5 0.3 -0.6
0.3 0.5 0.1
-0.4 -0.7 0.3
0.1 0.2 0.1
-0.6 0.9 -0.5
0.3 0.1 0.1
-0.1 0.1 -0.1
-0.1 -0.1 0.0
-0.2 0.0 0.0
-0.8 1.5 -0.4
1.4 -0.7 -1.2
-0.6 0.4 0.7
0.7 0.6 0.7
-1.0 -2.0 -0.5
0.3 -0.3 0.3
0.1 -0.3 0.4
-0.3 0.1 -0.3
0.2 -0.2 0.0
0.1 -0.3 -0.2
-0.2 1.1 0.5
0.1 0.1 -0.2

Output
total charge	-1
lowest unoccupied orbital energy	1.24	eV
HOMO level	-2.20	eV
energy relative to the best compared isomer or geometry (same formula, charge and spin)	68.3	kcal/mol